[1]
Molecular formula: C32H59F9N4O12P3S3
Method: DFT, ωB97M-V/def2-TZVPD

Kohn-Sham gap   7.572 eV
Net charge   +1
E_HOMO   -10.7 eV

Structure (XYZ):
```
122
Properties=species:S:1:pos:R:3:forces:R:3
C 5.5172 -2.7466 4.4225 -0.520 0.089 -0.819
C 4.9329 -1.9673 3.2087 0.900 -0.490 -0.043
C 5.7419 -2.2583 1.9253 0.311 0.218 0.239
C 5.4890 -1.2673 0.7630 0.057 -0.688 0.355
C 3.9991 -0.9503 0.4789 1.040 0.858 -0.158
N 3.6397 -1.3651 -0.9319 -0.062 0.520 0.716
C 2.4061 -0.6766 -1.4438 -0.633 -0.058 -0.622
C 1.1615 -1.5799 -1.6274 -0.530 0.214 -0.573
C 0.3408 -0.9339 -2.7945 0.428 -0.665 -0.052
C -0.9618 -1.7090 -3.1587 -0.279 1.349 0.028
C -2.2395 -0.8312 -2.8975 0.643 -0.645 -0.281
S -3.2992 -1.5177 -1.5943 -0.234 -0.250 0.228
C -3.7325 -3.1580 -2.1056 0.256 0.559 -0.625
S -3.4041 -3.7987 -3.5565 -0.267 -0.029 0.047
N -4.4398 -3.8503 -1.0977 1.208 0.988 -0.260
C -5.6954 -4.3777 -1.1895 -0.893 -0.610 0.216
C -5.9771 -4.9151 0.0427 0.787 0.771 -1.122
N -4.8838 -4.7074 0.8512 -0.260 -0.606 1.199
C -3.9746 -4.0714 0.1806 -1.239 -0.304 0.196
P 0.0329 -1.4636 -0.1314 -1.166 1.105 -0.525
O -0.5942 -0.1245 -0.2252 0.355 0.325 0.305
O 1.4311 -2.9320 -2.0268 0.353 0.100 -0.050
C 2.7598 -3.1536 -2.3880 0.630 0.609 0.202
S 2.9419 -4.9365 -2.8498 0.143 -0.255 2.379
O 1.7255 -5.5884 -2.5134 -0.547 0.071 -1.038
O 4.1285 -5.3923 -2.1941 0.623 0.278 -0.594
C 3.2945 -4.9088 -4.6636 -0.346 0.755 -0.726
F 2.5610 -3.8882 -5.1877 -0.190 -0.279 0.282
F 4.5683 -4.5496 -4.8435 -0.013 -0.513 0.269
C 2.8982 -6.1894 -5.4917 0.228 0.438 -0.923
F 3.4712 -5.9837 -6.7027 0.171 0.058 0.358
F 1.5787 -6.1427 -5.7053 0.067 -0.427 0.586
C 3.4432 -7.5668 -4.9974 0.744 -0.002 0.127
F 4.6880 -7.3363 -4.5013 -0.353 0.264 0.152
F 3.6278 -8.3521 -6.0632 -0.679 0.151 0.036
C 2.6473 -8.3595 -3.9065 -0.217 -1.820 0.564
F 3.1114 -8.1512 -2.6734 -0.041 0.593 -0.417
F 2.8569 -9.6671 -4.1542 -0.033 0.396 -0.118
F 1.3322 -8.1670 -3.9128 0.313 0.431 -0.281
C 3.6291 -2.8800 -1.1164 -0.485 -1.371 -0.594
N 3.0336 -3.6190 -0.0466 0.644 0.627 -0.064
H 5.1363 -3.7749 4.3749 0.297 0.151 0.253
H 6.6112 -2.7574 4.3503 -0.244 -0.016 0.247
H 5.1977 -2.2803 5.3582 0.125 -0.210 -0.103
H 5.0332 -0.8948 3.4251 -0.486 -0.136 -0.148
H 3.8972 -2.2923 3.0417 0.011 0.512 0.283
H 6.8056 -2.1586 2.1908 -0.231 -0.091 -0.176
H 5.6293 -3.3056 1.6001 -0.134 0.261 0.091
H 6.0325 -0.3383 0.9750 -0.320 -0.119 -0.004
H 5.9856 -1.6928 -0.1265 -0.240 0.234 0.087
H 3.2983 -1.3481 1.2129 0.076 -0.169 -0.336
H 3.9002 0.1424 0.4851 -0.246 -0.282 -0.046
H 4.4178 -1.0121 -1.4926 -0.093 -0.097 -0.020
H 2.1342 0.1798 -0.8158 0.169 -0.260 0.053
H 2.6459 -0.2624 -2.4329 0.093 -0.151 0.265
H 1.0133 -1.0103 -3.6676 -0.040 0.042 0.298
H 0.2014 0.1364 -2.6034 -0.227 -0.248 0.022
H -0.9218 -1.8997 -4.2358 -0.026 -0.269 0.316
H -1.0550 -2.6684 -2.6405 0.280 0.151 -0.217
H -1.9246 0.1520 -2.5234 -0.342 -0.251 0.153
H -2.7788 -0.6625 -3.8367 -0.169 -0.241 0.363
H -6.2989 -4.3214 -2.0857 0.318 0.053 0.068
H -6.9093 -5.3919 0.3107 0.322 -0.008 0.342
H -3.0297 -3.7658 0.6085 -0.023 0.080 -0.498
H 0.7665 -1.6010 1.0803 0.089 -0.576 -0.299
H -1.0110 -2.4203 -0.2245 0.855 -0.518 0.154
H 3.1127 -2.5417 -3.2380 -0.245 -0.130 0.069
H 4.6695 -3.1850 -1.2632 -0.272 0.010 0.022
H 2.2837 -3.1152 0.4048 -0.113 -0.390 0.098
H 3.7135 -3.9655 0.6173 -0.143 0.083 0.091
O -1.1014 3.3312 -3.0549 -0.860 0.227 -3.647
P -1.5132 4.7706 -3.1673 0.631 2.422 6.957
O -0.1445 5.5597 -2.7278 -0.400 -0.281 -0.621
C 1.0159 5.4264 -3.5430 0.297 0.045 -0.138
C 0.8222 6.0388 -4.9177 -0.123 -0.060 -0.032
O -2.3856 4.8683 -1.7750 0.028 0.094 -0.678
C -3.2178 3.7752 -1.3796 0.063 -0.190 0.325
C -2.6217 3.0925 -0.1689 0.136 0.008 0.199
O -2.2500 6.0899 -3.7873 0.547 -2.549 -2.209
C -2.7384 7.2057 -3.0260 -0.659 0.973 0.075
C -1.6606 8.1970 -2.6457 0.362 -0.289 0.226
H 1.2950 4.3712 -3.6238 -0.072 -0.010 0.014
H 1.8244 5.9411 -3.0223 -0.118 0.010 0.120
H 0.0623 5.4934 -5.4867 0.063 -0.005 -0.027
H 1.7541 6.0150 -5.4839 -0.014 -0.031 0.005
H 0.4853 7.0716 -4.8385 0.057 0.006 0.025
H -3.3526 3.0670 -2.1986 0.079 0.019 -0.001
H -4.2015 4.1813 -1.1338 0.044 0.111 -0.046
H -1.5962 2.7747 -0.3611 -0.061 -0.097 -0.142
H -3.2106 2.2189 0.1188 -0.008 0.015 0.001
H -2.5869 3.7831 0.6765 -0.091 0.005 -0.027
H -3.3143 6.8942 -2.1595 0.213 -0.337 0.009
H -3.4485 7.7074 -3.6869 0.110 -0.219 -0.221
H -1.0403 7.8197 -1.8336 0.020 -0.021 -0.033
H -2.1185 9.1269 -2.3050 -0.109 -0.046 -0.087
H -1.0094 8.4147 -3.4925 -0.086 0.060 -0.030
O -3.0838 4.6275 4.4133 -3.698 -0.457 -0.521
P -3.3717 3.4955 5.3478 6.569 -1.462 2.694
O -2.9113 4.1038 6.7963 -0.635 -0.218 -0.475
C -3.6195 5.2247 7.3258 -0.139 0.321 0.192
C -5.0598 4.8839 7.6588 -0.021 -0.105 -0.118
O -2.0602 2.5622 4.9777 -0.560 -0.126 0.066
C -1.6229 2.4632 3.6228 0.317 0.170 -0.021
C -0.3064 3.1938 3.4582 0.169 0.026 0.039
O -4.1737 2.2122 5.9756 -1.815 2.053 -1.867
C -3.5671 1.0935 6.6317 -0.112 -1.024 0.403
C -3.2105 1.3602 8.0783 0.300 0.387 -0.010
H -3.5704 6.0610 6.6237 0.025 -0.062 -0.048
H -3.0940 5.5262 8.2323 0.119 -0.122 -0.062
H -5.6261 4.6452 6.7526 -0.024 0.067 0.029
H -5.5479 5.7237 8.1542 0.011 0.011 -0.041
H -5.1125 4.0121 8.3105 0.023 0.041 0.043
H -2.3731 2.8547 2.9357 0.021 0.060 0.050
H -1.4901 1.4019 3.3934 -0.069 -0.030 0.090
H -0.3889 4.2301 3.7846 -0.141 0.007 -0.090
H 0.0219 3.1773 2.4164 -0.026 -0.014 -0.002
H 0.4643 2.7262 4.0756 -0.024 -0.039 -0.031
H -2.7171 0.7015 6.0797 0.061 0.355 -0.142
H -4.3244 0.3064 6.6050 -0.178 0.226 -0.111
H -2.3223 1.9854 8.1611 -0.039 0.047 -0.009
H -2.9982 0.4177 8.5864 -0.095 -0.051 -0.097
H -4.0252 1.8644 8.5976 -0.039 -0.091 -0.007
```
Positions in Å, forces in eV/Å.

Results of the Mulliken charge analysis, in e, for atoms 1 through 99: -1.291, -0.185, -0.709, -0.836, -0.258, 0.378, -2.001, 0.954, -1.189, -1.001, -0.217, -0.030, 0.021, -0.181, 0.131, -0.161, -0.501, -0.663, 0.148, 0.752, -0.372, -0.427, -0.923, 1.470, -0.649, -0.702, 0.636, -0.268, -0.284, 0.557, -0.290, -0.235, 0.620, -0.246, -0.298, 0.758, -0.206, -0.265, -0.218, -1.222, -0.181, 0.328, 0.341, 0.359, 0.354, 0.214, 0.477, 0.189, 0.476, 0.277, 0.172, 0.544, 0.529, 0.640, 0.339, 0.642, 0.607, 0.256, 0.426, -0.061, 0.627, 0.409, 0.386, 0.277, 0.037, -0.248, 0.593, 0.924, 0.197, 0.267, -0.660, 1.052, -0.268, -0.258, -0.945, -0.379, -0.603, -0.943, -0.403, -0.122, -0.961, 0.186, 0.330, 0.298, 0.405, 0.156, 0.406, 0.338, 0.156, 0.451, 0.357, 0.223, 0.344, 0.264, 0.417, 0.169, -0.815, 1.214, -0.282



[2]
Molecular formula: C32H60F5IrN6O4PS
Method: DFT, ωB97M-V/def2-TZVPD

Kohn-Sham gap (spin up / spin down)   6.423 / 5.550 eV
Net charge   +2
Relative energy (zero: lowest compared OMol25 entry of this formula, charge and spin)   27.9 kcal/mol
E_HOMO (spin up / spin down)   -12.8 / -12.8 eV
Multiplicity   2

Structure (XYZ):
```
110
Properties=species:S:1:pos:R:3:forces:R:3
Ir 1.3671 0.5523 0.1723 1.791 -1.111 0.636
N 2.0271 -1.3063 1.0119 -0.032 0.037 -0.030
C 3.2581 -1.8076 0.3675 0.374 -0.132 0.136
C 3.5379 -3.3051 0.5222 -0.398 -0.107 -0.145
C 2.5354 -4.3104 -0.0998 0.185 0.403 -0.277
C 2.8566 -4.7415 -1.5481 -0.168 -0.037 -0.016
N 2.4132 -3.8518 -2.6303 0.209 0.171 0.403
C 1.1567 -3.5902 -2.9612 -0.039 -0.107 -0.134
N 0.1865 -4.4619 -2.6492 -0.024 -0.038 0.046
N 0.8590 -2.4710 -3.6112 0.085 -0.043 0.018
C 3.1923 -1.3266 -1.0543 -0.162 -0.298 -0.039
O 3.9170 -1.7135 -1.9375 -0.078 0.158 0.052
O 2.1798 -0.5034 -1.2671 0.083 0.501 -0.489
H 2.1403 -1.2785 2.0214 -0.098 0.103 0.013
H 1.2214 -1.8918 0.7986 0.051 -0.170 0.219
H 4.0968 -1.2819 0.8203 0.014 -0.032 0.064
H 3.6171 -3.4986 1.5937 0.032 -0.050 -0.008
H 4.5255 -3.4841 0.0949 0.051 0.029 0.078
H 1.5044 -3.9404 -0.0441 -0.022 -0.088 0.044
H 2.5756 -5.2180 0.5025 -0.071 -0.003 0.008
H 2.4587 -5.7394 -1.7375 0.055 -0.041 0.049
H 3.9371 -4.8007 -1.6587 0.003 -0.174 -0.077
H 3.0979 -3.1541 -2.8940 -0.086 0.076 -0.014
H 0.4345 -5.3936 -2.3621 0.000 -0.020 -0.061
H -0.7320 -4.3458 -3.0418 -0.032 0.032 0.041
H 1.4994 -1.6836 -3.6403 -0.079 0.020 -0.013
H -0.0700 -2.2991 -3.9566 0.010 0.054 -0.025
O -0.3464 -0.5666 0.9925 -0.508 0.712 0.067
P -1.7203 -0.1083 1.5805 -0.180 0.028 -0.051
C -1.5841 0.4664 3.3165 0.378 0.092 -0.012
C -1.0809 1.9218 3.4515 0.010 -0.010 -0.022
C 0.4324 1.9931 3.3027 0.023 -0.093 0.165
C 1.1292 1.2900 4.4825 -0.140 0.051 0.005
C 0.1977 0.2727 5.1521 0.036 0.018 -0.080
C -0.6491 -0.4821 4.1275 -0.050 0.140 0.050
C -2.9252 -1.4798 1.5072 0.132 -0.255 0.018
C -3.1133 -2.3287 2.7801 0.097 0.019 -0.014
C -2.0258 -3.3828 2.9897 -0.136 -0.021 -0.125
C -1.9393 -4.2943 1.7715 0.095 0.070 0.030
C -1.6156 -3.4637 0.5356 -0.231 -0.016 0.085
C -2.6844 -2.3979 0.2853 0.178 0.106 0.042
C -2.3091 1.2876 0.5892 0.187 0.063 -0.227
C -3.5678 2.0189 1.1042 -0.097 -0.188 0.026
C -4.8836 1.5275 0.4955 0.108 0.112 -0.086
C -4.8065 1.4801 -1.0256 -0.001 -0.149 0.060
C -3.6998 0.5194 -1.4509 0.011 0.186 0.049
C -2.3456 1.0042 -0.9328 -0.161 -0.161 0.170
H -2.6053 0.4225 3.7062 -0.002 -0.072 0.010
H -1.3349 2.2703 4.4545 -0.125 0.032 -0.038
H -1.5847 2.5966 2.7616 -0.002 -0.016 -0.006
H 0.7654 3.0252 3.2110 -0.005 -0.072 0.034
H 0.7162 1.5015 2.3633 0.008 0.037 -0.045
H 1.4273 2.0408 5.2150 0.061 -0.042 0.024
H 2.0494 0.8025 4.1489 -0.005 0.015 -0.027
H -0.4568 0.7797 5.8629 -0.008 -0.046 0.033
H 0.7792 -0.4483 5.7272 -0.017 0.023 0.048
H -1.2353 -1.2420 4.6404 -0.004 -0.065 -0.090
H 0.0290 -0.9960 3.4384 0.002 -0.068 0.040
H -3.8526 -0.9222 1.3458 -0.023 -0.044 -0.011
H -4.0626 -2.8591 2.6608 -0.047 0.067 0.026
H -3.2266 -1.6919 3.6580 -0.022 -0.027 0.013
H -2.2537 -3.9632 3.8845 0.027 0.038 0.033
H -1.0541 -2.9079 3.1447 0.022 -0.024 0.039
H -2.8984 -4.8016 1.6287 0.032 -0.050 -0.007
H -1.1826 -5.0665 1.9240 -0.023 -0.019 0.003
H -1.5433 -4.1065 -0.3414 0.049 -0.008 -0.093
H -0.6487 -2.9715 0.6723 0.049 -0.039 -0.030
H -3.6296 -2.9010 0.0636 -0.021 0.047 -0.029
H -2.4149 -1.8071 -0.5914 -0.045 -0.032 -0.022
H -1.4458 1.9523 0.7313 -0.071 0.062 0.014
H -3.4543 3.0764 0.8493 0.027 0.008 0.023
H -3.6346 1.9669 2.1934 0.037 0.076 -0.001
H -5.6833 2.1937 0.8203 -0.019 -0.029 0.031
H -5.1355 0.5300 0.8665 -0.067 0.022 0.034
H -4.5974 2.4814 -1.4162 -0.034 -0.003 -0.020
H -5.7644 1.1606 -1.4368 0.001 0.043 -0.031
H -3.6519 0.4479 -2.5391 0.011 -0.055 0.007
H -3.9403 -0.4759 -1.0678 -0.010 -0.006 -0.059
H -2.1135 1.9389 -1.4421 0.073 0.034 -0.028
H -1.5410 0.3151 -1.2038 0.003 0.027 -0.067
S 0.6026 0.8467 -3.4605 -0.091 0.058 -0.256
C 1.1024 2.1108 -4.4579 -0.096 -0.198 -0.110
N 2.3510 2.5755 -4.5748 0.085 0.226 0.046
C 2.4847 3.6294 -5.5823 0.035 -0.088 0.033
C 1.0171 3.8954 -5.9739 -0.096 -0.039 0.098
N 0.3113 2.8240 -5.2681 0.041 0.110 -0.126
H 3.1168 2.2008 -4.0445 -0.053 -0.106 0.000
H 3.0764 3.2767 -6.4266 -0.005 0.001 -0.021
H 2.9683 4.5104 -5.1657 -0.017 0.017 -0.002
H 0.8560 3.8314 -7.0474 0.019 -0.010 -0.015
H 0.6701 4.8691 -5.6279 0.023 0.020 -0.012
H -0.6640 2.6149 -5.3797 0.001 -0.037 0.057
F 3.7067 0.6460 1.7802 0.105 0.066 0.016
C 3.1135 1.3887 0.8045 -0.155 0.181 -0.119
F 2.8188 2.5738 1.3785 0.072 -0.026 0.060
C 4.1929 1.6962 -0.2851 -0.122 0.143 0.058
F 4.9574 2.7060 0.0985 0.074 -0.066 -0.010
F 4.9629 0.6297 -0.5005 -0.033 -0.037 -0.018
F 3.5951 2.0309 -1.4371 0.048 0.020 0.050
C 0.5457 4.3661 0.7943 -0.052 -0.267 -0.024
C 0.7952 3.6291 -0.5174 0.555 0.418 -0.035
C -0.2087 4.0663 -1.5666 -0.062 -0.239 -0.007
O 0.7201 2.2086 -0.3323 -1.549 0.162 -0.105
H 0.4605 5.4307 0.5828 -0.016 0.016 0.001
H 1.3460 4.2168 1.5106 -0.024 0.063 -0.021
H -0.3955 4.0259 1.2353 -0.006 0.081 -0.023
H 1.7999 3.8745 -0.8754 0.079 -0.135 0.060
H -1.2279 3.9464 -1.1936 -0.017 0.034 0.000
H -0.1018 3.4847 -2.4798 0.000 -0.014 -0.011
H -0.0500 5.1222 -1.7881 0.000 -0.011 -0.004
```
Positions in Å, forces in eV/Å.

Results of the Mulliken charge analysis, in e, for atoms 1 through 99: 3.568, -0.626, 0.602, -1.457, 0.766, -1.429, -0.126, 0.761, -0.297, -0.320, 0.120, -0.797, -0.993, 0.222, -0.418, 0.448, 0.527, 0.558, -0.667, 0.430, 0.345, 0.509, 0.391, 0.201, 0.243, 0.103, 0.186, -0.357, -0.043, -0.167, -1.972, 1.046, -1.065, -1.261, -0.399, 1.603, -1.547, -0.133, -1.517, 1.652, -1.496, 2.754, -1.173, -0.814, -0.927, -0.864, 0.248, 1.242, 0.616, 0.519, 0.732, -1.246, 0.357, 0.194, 0.351, 0.517, 0.434, -0.291, -0.249, 0.580, 0.442, 0.439, 0.012, 0.435, 0.425, 0.474, -1.348, 0.539, 0.390, -2.494, 0.525, 0.437, 0.475, 0.260, 0.312, 0.490, 0.479, 0.229, 0.243, -0.569, -0.064, -0.376, -0.016, -0.527, -0.481, -0.025, 0.148, 0.324, 0.299, 0.320, 0.279, 0.181, -0.294, -0.305, -0.182, 0.796, -0.280, -0.272, -0.109



The lowest net charge belongs to which entry?
C32H59F9N4O12P3S3